Entry 1:
This record from the Open Molecules 2025 dataset describes a structure of composition C18H8BrCl5N2O4SV. The level of theory is ωB97M-V with the def2-TZVPD basis set.

XYZ file:
```
40
Properties=species:S:1:pos:R:3
V 0.611 -0.714 -0.496
O 5.779 2.452 0.367
C 4.619 1.790 0.298
C 3.826 1.521 1.416
C 2.646 0.831 1.253
N 2.228 0.411 0.052
C 3.002 0.675 -0.994
Br 2.238 -0.022 -2.607
C 4.192 1.351 -0.958
H 5.971 2.712 1.275
H 4.134 1.850 2.400
H 2.001 0.589 2.088
H 4.781 1.539 -1.842
Cl -3.046 -0.868 -1.815
C -1.991 -2.232 -1.688
C -0.683 -2.034 -1.249
C 0.080 -3.186 -1.154
Cl 1.662 -2.836 -0.491
C -0.330 -4.464 -1.474
Cl 0.724 -5.812 -1.302
C -1.635 -4.611 -1.943
Cl -2.204 -6.167 -2.398
C -2.468 -3.495 -2.042
Cl -4.077 -3.687 -2.614
O -2.253 1.831 4.148
S -2.627 0.874 3.148
O -3.902 0.235 3.263
N -1.435 -0.243 2.937
C -0.902 -0.147 1.757
O 0.025 -0.900 1.306
C -1.426 0.966 0.901
C -1.004 1.352 -0.360
C -1.643 2.412 -0.985
C -2.692 3.066 -0.350
C -3.110 2.684 0.922
C -2.454 1.636 1.527
H -0.191 0.839 -0.892
H -1.333 2.725 -1.974
H -3.189 3.884 -0.854
H -3.924 3.192 1.424
```

2S+1	4
E_LUMO (spin up / spin down)	-0.42 / -0.63	eV
<S²>	3.76
HOMO energy (spin up / spin down)	-0.2816 / -0.3290	Eh
largest force on an atom	0.04177	hartree/bohr
HOMO-LUMO gap (spin up / spin down)	7.245 / 8.323	eV

---

Entry 2:
This record from the Open Molecules 2025 dataset describes an isolated molecule of C4H3NO3. The level of theory is ωB97M-V with the def2-TZVPD basis set.

XYZ file:
```
11
Properties=species:S:1:pos:R:3
C -1.519 -0.244 0.054
C -0.076 -0.037 0.235
C 0.849 1.036 -0.055
C 1.937 -0.746 -0.063
H -3.148 0.578 -0.061
H 0.790 2.142 0.004
H 2.664 -1.567 -0.121
N 2.068 0.474 -0.127
O -2.238 0.881 0.075
O -1.994 -1.352 -0.211
O 0.667 -1.166 0.269
```

2S+1	1
SMILES	O=C(O)c1cnco1
E_LUMO	0.05	eV
HOMO energy	-0.3585	Eh
largest force on an atom	0.10222	hartree/bohr
HOMO-LUMO gap	9.803	eV

---

Entry 3:
This record from the Open Molecules 2025 dataset describes a structure of composition C44H47N2O2Pt. The level of theory is ωB97M-V with the def2-TZVPD basis set.

XYZ file:
```
96
Properties=species:S:1:pos:R:3
Pt -1.009 -0.460 0.716
C -4.137 1.206 3.414
C -3.602 0.370 2.283
O -2.566 0.764 1.747
C -4.301 -0.850 1.881
C -5.491 -1.209 2.500
C -6.139 -2.402 2.210
C -5.603 -3.284 1.261
C -4.457 -2.953 0.595
C -3.771 -1.724 0.855
O -2.772 -1.450 0.124
H -3.468 2.048 3.567
H -4.194 0.618 4.331
H -5.134 1.585 3.182
H -5.931 -0.540 3.226
H -7.057 -2.652 2.723
H -6.105 -4.218 1.051
H -4.042 -3.600 -0.168
C 1.070 -4.150 -0.173
C 2.026 -2.951 -0.104
C 3.317 -3.241 -0.872
C 2.284 -2.590 1.346
C 3.068 -3.418 2.135
C 3.301 -3.122 3.463
C 2.730 -1.994 4.025
C 1.922 -1.133 3.291
C 1.300 0.021 4.068
C 1.316 1.402 3.399
C -0.120 -0.364 4.502
C 1.716 -1.434 1.921
N 1.008 -0.582 1.035
C 1.682 0.214 0.189
C 1.013 0.932 -0.841
N -0.295 0.861 -1.002
C -0.959 1.305 -2.141
C -0.684 0.690 -3.386
C -1.258 1.228 -4.526
C -2.097 2.329 -4.460
C -2.417 2.880 -3.231
C -1.884 2.371 -2.057
C -2.289 2.965 -0.727
C -3.778 2.685 -0.483
C -2.000 4.466 -0.645
C 0.156 -0.569 -3.469
C -0.775 -1.785 -3.587
C 1.165 -0.539 -4.620
C 2.003 1.753 -1.548
C 1.974 2.656 -2.579
C 3.188 3.268 -2.972
C 4.385 3.001 -2.355
C 4.442 2.079 -1.279
C 5.579 1.698 -0.523
C 5.458 0.789 0.501
C 4.225 0.194 0.852
C 3.101 0.544 0.139
C 3.239 1.482 -0.917
H 0.899 -4.435 -1.213
H 0.107 -3.903 0.280
H 1.492 -5.006 0.355
H 1.534 -2.114 -0.597
H 3.829 -4.119 -0.475
H 4.000 -2.391 -0.827
H 3.085 -3.437 -1.920
H 3.515 -4.303 1.698
H 3.927 -3.771 4.061
H 2.914 -1.772 5.070
H 1.893 0.112 4.982
H 0.539 1.488 2.642
H 2.281 1.615 2.939
H 1.119 2.170 4.149
H -0.729 -0.572 3.622
H -0.586 0.456 5.055
H -0.116 -1.260 5.124
H -1.049 0.782 -5.490
H -2.516 2.745 -5.368
H -3.090 3.728 -3.185
H -1.714 2.474 0.055
H -4.385 3.101 -1.287
H -4.101 3.137 0.458
H -3.963 1.609 -0.440
H -2.675 5.035 -1.286
H -0.973 4.681 -0.944
H -2.137 4.817 0.379
H 0.721 -0.681 -2.544
H -1.435 -1.677 -4.449
H -1.391 -1.886 -2.690
H -0.190 -2.698 -3.710
H 0.668 -0.572 -5.590
H 1.822 -1.407 -4.556
H 1.782 0.359 -4.573
H 1.056 2.913 -3.093
H 3.166 3.973 -3.793
H 5.291 3.495 -2.684
H 6.545 2.128 -0.757
H 6.339 0.511 1.065
H 4.193 -0.514 1.670
```

2S+1	5
E_LUMO (spin up / spin down)	-3.61 / -6.31	eV
<S²>	6.07
HOMO energy (spin up / spin down)	-0.3296 / -0.3795	Eh
largest force on an atom	0.02965	hartree/bohr
charge	+1
HOMO-LUMO gap (spin up / spin down)	5.362 / 4.014	eV

---

Entry 4:
This record from the Open Molecules 2025 dataset describes an isolated molecule of C12H16N2. The level of theory is ωB97M-V with the def2-TZVPD basis set.

XYZ file:
```
30
Properties=species:S:1:pos:R:3
C 1.142 1.792 0.785
C 0.011 -1.389 -0.801
C 3.231 -0.865 -0.643
C 2.613 -0.031 0.180
C -2.094 0.566 -0.901
C -1.316 0.426 0.166
C -3.320 1.411 -0.925
C -0.934 -1.983 2.003
C 1.218 1.190 -1.576
C 0.164 -0.997 1.613
C 1.376 0.725 -0.139
C -0.094 -0.407 0.229
N 0.933 2.639 1.527
N 0.108 -2.182 -1.622
H 4.128 -1.377 -0.338
H 2.869 -1.086 -1.632
H 3.011 0.142 1.173
H -1.863 0.041 -1.819
H -1.547 0.956 1.077
H -3.519 1.843 0.056
H -3.204 2.223 -1.648
H -4.180 0.814 -1.235
H -0.731 -2.391 2.991
H -1.906 -1.491 2.025
H -0.979 -2.805 1.291
H 1.261 0.348 -2.264
H 0.267 1.704 -1.709
H 2.025 1.881 -1.823
H 0.204 -0.180 2.339
H 1.128 -1.512 1.620
```

2S+1	1
SMILES	C=C[C@](C)(C#N)[C@](C#N)(/C=C/C)CC
E_LUMO	0.40	eV
HOMO energy	-0.3415	Eh
largest force on an atom	0.05682	hartree/bohr
HOMO-LUMO gap	9.689	eV

---

Entry 5:
This record from the Open Molecules 2025 dataset describes an isolated molecule of C13H6Cl6O2S. The level of theory is ωB97M-V with the def2-TZVPD basis set.

XYZ file:
```
28
Properties=species:S:1:pos:R:3
O -3.956 -1.917 0.404
O -4.774 0.293 0.801
Cl 4.327 -2.704 -3.575
Cl 2.069 -0.391 -4.701
Cl -0.316 3.223 2.074
Cl 1.773 -2.840 1.148
Cl 1.812 1.906 0.400
Cl -2.894 1.733 2.951
C 2.862 -2.580 -1.253
C 1.154 -0.419 -2.102
C -1.203 -0.960 0.492
C 2.912 -2.059 -2.571
C 2.044 -1.044 -3.047
C -0.630 1.573 1.567
C 1.808 -2.127 -0.473
C 0.334 0.943 0.837
C -1.834 0.980 1.782
C 0.981 -0.978 -0.816
C 0.061 -0.355 0.213
C -2.149 -0.317 1.345
C -4.502 -1.324 3.078
S -3.873 -0.804 1.391
H 3.573 -3.354 -0.853
H 0.429 0.381 -2.382
H -1.372 -1.918 -0.040
H -3.891 -2.014 3.624
H -5.474 -1.750 2.891
H -4.758 -0.435 3.728
```

2S+1	1
SMILES	CS(=O)(=O)c1cc(-c2cc(Cl)c(Cl)cc2Cl)c(Cl)c(Cl)c1Cl
E_LUMO	-0.77	eV
HOMO energy	-0.3522	Eh
largest force on an atom	0.12736	hartree/bohr
HOMO-LUMO gap	8.809	eV

---

Entry 6:
This record from the Open Molecules 2025 dataset describes a cluster of 15 separate species, C5H40N2O14 in total. The level of theory is ωB97M-V with the def2-TZVPD basis set.

XYZ file:
```
61
Properties=species:S:1:pos:R:3
C 1.023 0.162 3.451
C 0.056 -0.144 2.319
C 0.564 0.251 0.929
C -0.155 -0.402 -0.215
N -1.582 -0.024 -0.308
C -2.200 -0.445 -1.480
N -3.408 -0.204 -1.793
H 2.089 -0.037 3.328
H 0.935 1.195 3.777
H 0.741 -0.491 4.285
H -0.881 0.364 2.508
H -0.156 -1.213 2.293
H 1.647 0.151 0.865
H 0.604 1.334 0.933
H 0.291 -0.188 -1.174
H -0.144 -1.471 0.014
H -2.093 -0.227 0.539
H -1.597 -1.056 -2.152
H -3.940 0.174 -1.012
H 1.124 -4.403 0.583
H 1.518 -2.983 1.002
O 0.883 -3.691 1.184
H 3.830 1.342 0.572
H 4.491 0.994 -0.646
O 4.566 0.775 0.299
H 0.890 1.586 -4.567
H 0.740 1.973 -3.100
O 1.031 1.244 -3.679
H -2.325 2.156 -0.279
H -3.494 3.149 0.147
O -2.549 2.983 0.172
H -2.996 -3.383 -0.356
H -2.910 -2.632 -1.674
O -2.803 -3.516 -1.292
H -1.293 -3.266 1.125
H -1.377 -3.479 2.610
O -1.932 -3.260 1.855
H 0.306 -3.227 -1.883
H -0.741 -4.330 -1.755
O 0.184 -4.131 -1.566
H -0.175 4.935 0.463
H -1.354 4.577 -0.273
O -0.505 5.009 -0.454
H 3.763 -0.815 0.540
H 3.898 -2.015 1.395
O 3.285 -1.641 0.749
H 1.378 -0.713 -2.674
H 2.130 -1.609 -1.627
O 1.652 -1.614 -2.468
H -4.570 -0.923 1.645
H -3.123 -1.565 1.835
O -3.680 -0.982 1.292
H 2.954 0.793 -2.515
H 2.244 2.015 -1.663
O 2.933 1.343 -1.733
H 1.285 4.111 -2.714
H 0.397 3.934 -1.461
O 1.016 3.459 -2.065
H -0.141 3.021 2.176
H -1.500 3.354 1.539
O -0.823 3.698 2.153
```

2S+1	1
E_LUMO	0.04	eV
HOMO energy	-0.3494	Eh
largest force on an atom	0.03342	hartree/bohr
HOMO-LUMO gap	9.549	eV

---

Entry 7:
This record from the Open Molecules 2025 dataset describes an isolated molecule of C12H15N5O. The level of theory is ωB97M-V with the def2-TZVPD basis set.

XYZ file:
```
33
Properties=species:S:1:pos:R:3
C 1.344 4.193 1.329
C 1.593 4.345 -0.169
O 2.194 3.203 -0.740
C 1.446 2.083 -0.968
C 2.161 0.969 -1.409
C 1.513 -0.214 -1.695
C 0.135 -0.321 -1.559
C -0.571 0.787 -1.117
C 0.068 1.980 -0.822
H -0.526 2.816 -0.485
H -1.643 0.719 -0.997
C -0.580 -1.615 -1.836
C -0.965 -2.263 -0.537
N 0.000 -2.509 0.333
C -0.397 -3.062 1.483
N -1.655 -3.381 1.784
C -2.539 -3.100 0.830
N -2.246 -2.533 -0.347
N -3.833 -3.378 1.073
H -4.065 -3.911 1.891
H -4.490 -3.283 0.320
N 0.555 -3.348 2.390
H 0.273 -3.643 3.306
H 1.482 -2.997 2.227
H 0.080 -2.294 -2.378
H -1.489 -1.450 -2.414
H 2.086 -1.067 -2.028
H 3.230 1.060 -1.521
H 2.315 5.147 -0.344
H 0.664 4.601 -0.694
H 0.655 3.375 1.525
H 0.926 5.112 1.729
H 2.281 3.980 1.837
```

2S+1	1
SMILES	CCOc1ccc(Cc2nc(N)nc(N)n2)cc1
E_LUMO	0.94	eV
HOMO energy	-0.2989	Eh
largest force on an atom	0.01043	hartree/bohr
HOMO-LUMO gap	9.069	eV

---

Entry 8:
This record from the Open Molecules 2025 dataset describes a cluster of 7 separate species, C5H24O7 in total. The level of theory is ωB97M-V with the def2-TZVPD basis set.

XYZ file:
```
36
Properties=species:S:1:pos:R:3
O -2.331 2.913 -0.486
H -2.155 3.764 0.096
H -1.836 2.833 -1.294
H -1.804 2.425 -0.016
O -0.816 0.768 0.064
H -0.180 0.637 -0.669
C -2.491 -2.251 -0.218
O -3.064 -0.935 -0.336
H -2.500 -2.410 0.881
H -1.477 -2.415 -0.668
H -2.948 -3.011 -0.809
H -2.157 -0.314 -0.128
C 2.206 -1.322 0.715
O 0.817 -1.569 0.635
H 2.611 -1.646 1.800
H 2.392 -0.216 0.374
H 2.893 -1.823 0.012
H 0.334 -0.806 0.413
C -0.807 0.071 3.668
O -1.823 0.121 2.604
H -0.288 -0.789 3.404
H -1.092 0.206 4.689
H -0.025 0.839 3.616
H -1.176 0.285 1.797
C 1.818 2.965 -0.372
O 1.169 2.388 0.663
H 1.784 4.161 -0.183
H 1.218 2.816 -1.258
H 2.817 2.449 -0.586
H 0.511 1.727 0.194
C 1.288 -1.770 -2.897
O 1.622 -2.355 -4.060
H 2.060 -1.853 -2.130
H 0.354 -2.242 -2.568
H 0.879 -0.678 -3.089
H 2.196 -2.962 -3.860
```

2S+1	1
E_LUMO	-1.59	eV
HOMO energy	-0.3244	Eh
largest force on an atom	0.21753	hartree/bohr
HOMO-LUMO gap	7.239	eV

---

Entry 9:
This record from the Open Molecules 2025 dataset describes a cluster of 2 separate species, CH3ClFNS in total. The level of theory is ωB97M-V with the def2-TZVPD basis set.

XYZ file:
```
8
Properties=species:S:1:pos:R:3
C 0.707 -0.101 -0.326
N 0.895 -2.468 -0.004
F 0.448 1.124 -0.083
S 0.287 -1.212 0.757
Cl -2.301 3.065 -0.479
H 1.405 -0.521 -1.053
H -2.129 3.446 0.635
H 0.688 -3.333 0.552
```

2S+1	1
E_LUMO (spin up / spin down)	-0.03 / -0.03	eV
HOMO energy (spin up / spin down)	-0.3012 / -0.3012	Eh
largest force on an atom	0.07077	hartree/bohr
HOMO-LUMO gap (spin up / spin down)	8.167 / 8.167	eV

---

Entry 10:
This record from the Open Molecules 2025 dataset describes a cluster of 5 separate species, C47H86O18P4 in total. The level of theory is ωB97M-V with the def2-TZVPD basis set.

XYZ file:
```
155
Properties=species:S:1:pos:R:3
C -0.865 -1.580 3.102
C -2.008 -0.718 2.274
C -2.032 -1.148 0.691
C -0.617 -0.784 -0.073
C -0.350 0.837 -0.227
C 1.119 1.214 0.475
C 1.183 2.751 1.056
C 2.680 3.200 1.604
C 2.911 2.823 3.214
C 2.995 1.188 3.355
C 2.197 0.292 4.508
C 2.333 -1.370 4.585
C 3.238 -2.167 3.473
C 3.991 -1.239 2.302
C 3.917 0.397 2.225
C 4.855 -2.125 1.177
O 6.035 -1.711 0.662
C 4.103 -3.544 0.707
C 4.037 -4.085 -0.841
C 3.238 -5.500 -1.146
C 2.525 -6.438 0.037
C 2.588 -5.895 1.583
C 3.363 -4.474 1.883
C 3.430 -3.827 3.424
O 3.627 -4.569 4.531
H -1.040 -1.492 4.256
H -1.012 -2.719 2.787
H 0.178 -1.181 2.738
H -1.665 0.423 2.317
H -3.074 -0.798 2.776
H -2.913 -0.607 0.105
H -2.217 -2.313 0.518
H -0.695 -1.221 -1.160
H 0.232 -1.354 0.519
H -1.146 1.458 0.383
H -0.355 1.094 -1.377
H 1.958 1.109 -0.355
H 1.284 0.390 1.299
H 0.321 2.965 1.846
H 0.952 3.481 0.144
H 3.551 2.832 0.914
H 2.702 4.391 1.548
H 3.895 3.373 3.557
H 1.988 3.291 3.792
H 1.505 0.825 5.308
H 1.759 -1.989 5.409
H 4.514 0.925 1.359
H 4.518 -3.451 -1.729
H 3.127 -5.928 -2.249
H 1.993 -7.446 -0.290
H 2.077 -6.526 2.439
O -3.274 -1.263 -3.068
P -3.888 -1.831 -4.371
O -5.406 -1.234 -4.080
C -5.628 0.139 -4.358
C -5.609 0.414 -5.850
O -4.117 -3.333 -3.685
C -3.329 -3.795 -2.597
C -4.055 -3.544 -1.286
O -4.574 -2.466 -5.827
C -4.849 -3.842 -6.040
C -6.201 -4.237 -5.466
H -4.884 0.750 -3.839
H -6.612 0.396 -3.954
H -4.610 0.246 -6.264
H -5.894 1.451 -6.057
H -6.295 -0.254 -6.378
H -2.329 -3.350 -2.608
H -3.190 -4.873 -2.728
H -4.345 -2.495 -1.172
H -3.430 -3.827 -0.436
H -4.982 -4.127 -1.249
H -4.035 -4.473 -5.668
H -4.879 -3.995 -7.124
H -6.301 -3.987 -4.409
H -6.373 -5.310 -5.584
H -7.001 -3.697 -5.984
O 4.348 3.427 -2.120
P 5.726 4.129 -2.188
O 5.307 5.135 -3.437
C 4.535 6.280 -3.117
C 5.346 7.296 -2.332
O 6.377 2.904 -3.113
C 5.864 1.580 -3.082
C 4.894 1.372 -4.233
O 7.266 4.914 -2.265
C 8.442 4.305 -2.776
C 8.525 4.433 -4.289
H 3.640 5.984 -2.564
H 4.211 6.726 -4.062
H 5.611 6.903 -1.345
H 4.777 8.220 -2.191
H 6.281 7.530 -2.849
H 5.412 1.348 -2.112
H 6.712 0.898 -3.200
H 4.100 2.124 -4.241
H 4.436 0.381 -4.179
H 5.417 1.464 -5.191
H 8.533 3.268 -2.437
H 9.292 4.841 -2.340
H 7.641 4.041 -4.795
H 9.404 3.909 -4.675
H 8.597 5.488 -4.573
O -9.189 1.740 -4.130
P -10.648 1.534 -4.608
O -11.081 3.121 -4.414
C -10.685 4.031 -5.427
C -11.447 3.793 -6.717
O -11.133 0.998 -3.105
C -10.226 0.406 -2.186
C -9.734 1.448 -1.197
O -12.277 1.304 -5.141
C -13.276 0.644 -4.379
C -13.943 1.591 -3.392
H -9.607 3.960 -5.591
H -10.901 5.039 -5.059
H -11.183 2.823 -7.151
H -11.217 4.570 -7.453
H -12.526 3.784 -6.537
H -9.402 -0.097 -2.702
H -10.772 -0.373 -1.643
H -9.304 2.320 -1.699
H -8.981 1.025 -0.529
H -10.568 1.821 -0.592
H -12.878 -0.254 -3.894
H -14.036 0.295 -5.086
H -13.228 2.089 -2.736
H -14.667 1.056 -2.771
H -14.468 2.386 -3.932
O 7.885 0.198 8.561
P 6.700 -0.784 8.390
O 7.247 -1.858 9.528
C 7.019 -1.533 10.889
C 5.547 -1.627 11.245
O 7.406 -1.507 7.063
C 8.342 -0.825 6.241
C 9.758 -1.176 6.665
O 5.377 -1.882 8.200
C 5.204 -2.729 7.074
C 5.995 -4.020 7.220
H 7.410 -0.535 11.105
H 7.585 -2.250 11.492
H 4.969 -0.862 10.717
H 5.399 -1.487 12.320
H 5.138 -2.599 10.954
H 8.165 0.255 6.242
H 8.182 -1.164 5.213
H 9.926 -0.987 7.730
H 10.489 -0.603 6.090
H 9.947 -2.244 6.507
H 5.429 -2.201 6.141
H 4.140 -2.982 7.028
H 7.055 -3.847 7.408
H 5.900 -4.635 6.320
H 5.622 -4.594 8.074
```

2S+1	1
SMILES	CCCCCCCCCc1ccc2c(c1)C(=O)c1ccccc1C2=O.CCOP(=O)(OCC)OCC.CCOP(=O)(OCC)OCC.CCOP(=O)(OCC)OCC.CCOP(=O)(OCC)OCC
E_LUMO	-2.01	eV
HOMO energy	-0.3208	Eh
largest force on an atom	0.18460	hartree/bohr
HOMO-LUMO gap	6.722	eV